[1]
9
Properties=species:S:1:pos:R:3:nbo_charge:R:1 method="wB97M-V/def2-TZVPD" smiles="O=c1ncnco1" gap_ev=9.760 e_lumo_ev=-1.114 energy_ha=-375.46538
O 1.3357 1.4609 1.7036 -0.50
C 0.5455 0.7482 1.0732 0.86
N -0.8086 0.9886 0.5678 -0.51
C -1.1610 0.3162 -0.5224 0.29
N -0.4964 -0.5915 -1.2075 -0.52
C 0.5976 -1.0203 -0.5814 0.47
O 0.8903 -0.6445 0.7389 -0.50
H -2.1502 0.6542 -0.9748 0.20
H 1.2472 -1.9117 -0.7975 0.22

[2]
9
Properties=species:S:1:pos:R:3:nbo_charge:R:1 method="wB97M-V/def2-TZVPD" gap_ev="6.915 / 8.758" e_lumo_ev="-3.943 / -3.098" energy_ha=-375.15323
C -2.9132 -1.6811 -0.0590 0.24
C 0.1543 0.4148 -0.0124 -0.48
C -1.1229 0.4331 -0.0096 0.36
N -3.7168 -2.4693 0.0278 -0.45
N -2.3021 1.1517 0.0105 0.40
O -2.7682 1.3127 1.1508 -0.32
O -2.7614 1.5132 -1.0501 -0.30
H 0.6632 1.4283 -0.2751 0.28
H 0.7193 -0.4321 0.1840 0.27

[3]
9
Properties=species:S:1:pos:R:3:nbo_charge:R:1 method="wB97M-V/def2-TZVPD" smiles="O=c1cnocn1" gap_ev=9.793 e_lumo_ev=-0.548 energy_ha=-375.39254
O -2.2465 -0.1313 -0.2667 -0.49
C -1.1056 0.0618 0.0064 0.56
C -0.2611 -1.1211 0.0447 -0.07
N 1.0469 -1.2369 -0.1132 -0.03
O 1.6837 -0.0300 -0.2918 -0.33
C 0.8153 1.1435 -0.0050 0.42
N -0.4345 1.2223 -0.0940 -0.49
H -0.6856 -2.0419 0.3952 0.22
H 1.1873 2.1336 0.3244 0.22

[4]
9
Properties=species:S:1:pos:R:3:nbo_charge:R:1 method="wB97M-V/def2-TZVPD" smiles="O=C=NC=O.C#N" gap_ev=11.478 e_lumo_ev=0.728 energy_ha=-375.46655
O 2.5238 -0.4910 -0.5107 -0.48
C 1.4937 -0.9174 -0.2446 0.93
N 0.4452 -1.3254 0.1306 -0.62
C -0.9002 -1.4587 0.0182 0.55
O -1.4419 -2.3486 -0.5682 -0.51
H -1.5153 -0.5998 0.5688 0.12
C -0.1838 2.4331 0.0731 0.10
N 0.4348 1.4761 0.1208 -0.34
H -0.8563 3.2317 0.4120 0.25